Entry 1:
Density functional theory data (wB97M-V/def2-TZVPD) for a structure of composition C3H3N3O2.

Its energy above the lowest of the compared OMol25 structures with the same formula, charge and spin is 581.4 kJ/mol. As for the total energy: -430.69955 Eh. For the HOMO-LUMO gap, the calculation gives 8.3 eV. The calculation puts the HOMO energy at -9.3435 eV. Its LUMO energy is -1.1 eV.

Cartesian coordinates (Å):
1 C 1.074 -0.131 0.116
2 C 1.036 1.301 0.403
3 C -1.229 -0.387 -0.109
4 H 2.103 -1.813 -0.839
5 H 1.851 1.949 0.655
6 H 0.402 -1.983 0.237
7 N -0.200 1.832 -0.160
8 N -1.273 1.008 -0.342
9 N 0.088 -1.016 -0.260
10 O 2.173 -0.886 -0.018
11 O -2.166 -1.066 0.370

***

Entry 2:
Density functional theory data (wB97M-V/def2-TZVPD) for an isolated molecule of C3H3N3O2.

Its energy above the lowest of the compared OMol25 structures with the same formula, charge and spin is 597.3 kJ/mol. As for the total energy: -430.69349 Eh. As for the SMILES: [H]/N=c1\nnc(O)co1. For the HOMO-LUMO gap, the calculation gives 7.3 eV. The calculation puts the HOMO energy at -8.9564 eV. Its LUMO energy is -1.6 eV.

Cartesian coordinates (Å):
1 C 1.075 -0.110 0.411
2 C 0.432 -1.216 0.090
3 C -1.148 0.047 -0.818
4 H 2.085 0.949 1.632
5 H 0.662 -2.040 0.687
6 H -2.289 1.249 -1.034
7 N -2.557 0.239 -0.888
8 N -0.438 1.212 -0.637
9 N 0.709 1.037 -0.053
10 O 2.133 -0.137 1.246
11 O -0.663 -1.231 -0.636

***

Entry 3:
Density functional theory data (wB97M-V/def2-TZVPD) for an isolated molecule of C3H3N3O2.

Its energy above the lowest of the compared OMol25 structures with the same formula, charge and spin is 32.2 kJ/mol. As for the total energy: -430.90873 Eh. As for the SMILES: O=c1ncnc(O)[nH]1. For the HOMO-LUMO gap, the calculation gives 10.5 eV. The calculation puts the HOMO energy at -10.0697 eV. Its LUMO energy is 0.4 eV.

Cartesian coordinates (Å):
1 N -0.089 1.067 0.172
2 N 0.535 -1.005 -0.676
3 C -0.976 0.468 1.145
4 C 0.608 0.302 -0.671
5 C -0.299 -1.533 0.244
6 N -1.013 -0.892 1.106
7 O -1.587 1.183 1.884
8 O 1.405 0.868 -1.555
9 H -0.011 2.076 0.139
10 H 1.791 0.080 -2.042
11 H -0.363 -2.614 0.253

***

Entry 4:
Density functional theory data (wB97M-V/def2-TZVPD) for an isolated molecule of C3H3N3O2.

Its energy above the lowest of the compared OMol25 structures with the same formula, charge and spin is 614.4 kJ/mol. As for the total energy: -430.68698 Eh. As for the SMILES: [H]/N=C1\N=CO\C1=N/O. For the HOMO-LUMO gap, the calculation gives 9.0 eV. The calculation puts the HOMO energy at -9.7143 eV. Its LUMO energy is -0.7 eV.

Cartesian coordinates (Å):
1 C 0.639 -0.013 -0.099
2 C -1.189 -1.489 0.012
3 C -0.861 0.717 -0.100
4 H 3.481 0.506 0.339
5 H -1.345 -2.526 0.345
6 H -2.342 1.852 -0.043
7 N 1.613 0.758 0.268
8 N -1.813 -0.304 -0.059
9 N -1.226 1.901 -0.187
10 O 2.753 -0.026 -0.281
11 O 0.290 -1.375 -0.196

***

Entry 5:
Density functional theory data (wB97M-V/def2-TZVPD) for an isolated molecule of C3H3N3O2.

Its energy above the lowest of the compared OMol25 structures with the same formula, charge and spin is 371.6 kJ/mol. As for the total energy: -430.77943 Eh. As for the SMILES: [H]/N=C/n1ocnc1=O. For the HOMO-LUMO gap, the calculation gives 10.4 eV. The calculation puts the HOMO energy at -10.0849 eV. Its LUMO energy is 0.3 eV.

Cartesian coordinates (Å):
1 C -0.632 1.425 0.758
2 C -0.824 -1.294 -1.246
3 C 0.855 -0.568 -0.099
4 H -0.062 3.008 1.904
5 H -1.669 1.738 0.498
6 H -1.519 -1.824 -1.733
7 N 0.174 2.107 1.406
8 N -0.273 0.171 0.211
9 N 0.382 -1.510 -0.980
10 O -1.337 -0.243 -0.689
11 O 1.946 -0.466 0.487

***

Entry 6:
Density functional theory data (wB97M-V/def2-TZVPD) for a cluster of 2 separate species, C3H3N3O2 in total.

Its energy above the lowest of the compared OMol25 structures with the same formula, charge and spin is 731.1 kJ/mol. As for the total energy: -430.64252 Eh. For the HOMO-LUMO gap, the calculation gives 8.4 eV. The calculation puts the HOMO energy at -9.3078 eV. Its LUMO energy is -0.9 eV.

Cartesian coordinates (Å):
1 C -1.221 -0.157 0.000
2 C -0.531 1.032 0.022
3 C 1.539 -0.233 -0.032
4 H -3.175 -1.118 -0.397
5 H -1.169 2.003 -0.166
6 H 3.448 0.585 0.811
7 N 2.756 -0.251 0.338
8 N 0.744 -1.435 -0.240
9 N -0.482 -1.280 -0.185
10 O -2.680 -0.117 0.324
11 O 0.771 0.971 -0.475